(1)
Molecular formula: C5H16N2P2S
Method: DFT, ωB97M-V with the def2-TZVPD basis set

Its calculated total energy is -1390.459245 Eh. The HOMO energy comes out at -8.5 eV. As for the HOMO-LUMO gap: 9.13 eV. As for the SMILES: CN=P(C)(C)SP(C)(C)=N. The energy above the lowest of the compared OMol25 structures with the same formula, charge and spin comes out at 36.50 kJ/mol.

```
! RIJCOSX wB97M-V def2-TZVPD def2/J DEFGRID3
* xyz 0 1
C -2.06871 2.30065 -0.27546
C -2.51045 -1.84668 -0.64320
C -0.76602 -0.94860 1.50490
C 3.03135 0.64397 -1.32985
C 2.24399 -0.92297 0.94659
N -2.36529 0.81933 -0.44499
N 1.01217 1.39529 0.62396
P -1.45986 -0.37417 -0.02169
P 1.53542 0.26119 -0.31151
S 0.21133 -0.88099 -1.51232
H -2.26182 2.62580 0.72561
H -2.77639 2.79383 -0.89826
H -0.99663 2.60672 -0.43055
H -2.03541 -2.84425 -0.60766
H -3.50189 -1.98009 -0.17784
H -2.70975 -1.60144 -1.73117
H -1.71428 -1.17868 2.10273
H -0.26926 -1.98237 1.54017
H -0.07651 -0.23818 1.91429
H 3.80017 1.18755 -0.65431
H 3.37457 -0.38872 -1.74599
H 2.71793 1.38197 -2.06202
H 3.27656 -1.10000 0.66652
H 1.99060 -0.24551 1.85039
H 1.56213 -1.72009 0.92528
H 0.75605 2.23648 0.04640
*
```

Results of the natural (NBO) charge analysis, in e, for atoms 1 through 2: -0.40, -0.95


(2)
Molecular formula: C8H13N4O3
Method: DFT, ωB97M-V with the def2-TZVPD basis set

Its calculated total energy is -756.941472 Eh. The HOMO energy comes out at -13.1 eV. As for the HOMO-LUMO gap: 8.56 eV. As for the SMILES: CC[C@](O)(n1ccnc1[N+](=O)[O-])[NH+]1CC1. The energy above the lowest of the compared OMol25 structures with the same formula, charge and spin comes out at 559.10 kJ/mol.

```
! RIJCOSX wB97M-V def2-TZVPD def2/J DEFGRID3
* xyz 1 1
C 2.85887 1.90520 1.20406
C 1.48951 1.71699 0.93706
C 2.60480 -0.01427 0.37206
C -0.57322 -1.95523 1.73424
C -1.45627 -2.20830 0.63085
C -0.19727 1.55148 -1.92573
C -0.30644 0.15289 -1.42013
C -0.08532 0.07627 0.09014
N 3.53137 0.82299 0.84300
N 1.26798 0.48115 0.45233
N 3.02103 -1.27134 -0.21924
N -0.12138 -1.43158 0.51777
O 4.18080 -1.53935 -0.43045
O 2.08491 -2.07087 -0.54906
O -0.95569 0.83243 0.92869
H 3.21100 2.77478 1.66854
H 0.75566 2.48814 1.03254
H -0.83406 -1.15248 2.47668
H 0.07799 -2.64167 2.28307
H -1.45101 -3.19479 0.13228
H -2.39709 -1.85594 0.44171
H -0.72388 2.14609 -1.09804
H 0.92544 1.72206 -1.97300
H -0.69144 1.83646 -2.89028
H 0.34722 -0.53920 -1.89150
H -1.19209 -0.23700 -1.66474
H 0.71534 -1.86178 0.05885
H -1.87175 0.87949 0.53490
*
```

Results of the natural (NBO) charge analysis, in e, for atoms 1 through 2: -0.06, 0.00


Repeat the first record exactly.
Molecular formula: C5H16N2P2S
Method: DFT, ωB97M-V with the def2-TZVPD basis set

Its calculated total energy is -1390.459245 Eh. The HOMO energy comes out at -8.5 eV. As for the HOMO-LUMO gap: 9.13 eV. As for the SMILES: CN=P(C)(C)SP(C)(C)=N. The energy above the lowest of the compared OMol25 structures with the same formula, charge and spin comes out at 36.50 kJ/mol.

```
! RIJCOSX wB97M-V def2-TZVPD def2/J DEFGRID3
* xyz 0 1
C -2.06871 2.30065 -0.27546
C -2.51045 -1.84668 -0.64320
C -0.76602 -0.94860 1.50490
C 3.03135 0.64397 -1.32985
C 2.24399 -0.92297 0.94659
N -2.36529 0.81933 -0.44499
N 1.01217 1.39529 0.62396
P -1.45986 -0.37417 -0.02169
P 1.53542 0.26119 -0.31151
S 0.21133 -0.88099 -1.51232
H -2.26182 2.62580 0.72561
H -2.77639 2.79383 -0.89826
H -0.99663 2.60672 -0.43055
H -2.03541 -2.84425 -0.60766
H -3.50189 -1.98009 -0.17784
H -2.70975 -1.60144 -1.73117
H -1.71428 -1.17868 2.10273
H -0.26926 -1.98237 1.54017
H -0.07651 -0.23818 1.91429
H 3.80017 1.18755 -0.65431
H 3.37457 -0.38872 -1.74599
H 2.71793 1.38197 -2.06202
H 3.27656 -1.10000 0.66652
H 1.99060 -0.24551 1.85039
H 1.56213 -1.72009 0.92528
H 0.75605 2.23648 0.04640
*
```

Results of the natural (NBO) charge analysis, in e, for atoms 1 through 2: -0.40, -0.95


- Which of these has the lowest HOMO energy?
  C8H13N4O3


- Which of these has the highest HOMO energy?
  C5H16N2P2S